(1)
ORCA calculation (ωB97M-V with the def2-TZVPD basis set) on a 2-piece molecular cluster, C2H2O3S overall in a non-equilibrium geometry.

As for the total charge: 0. The LUMO energy is -1.3 eV. The HOMO energy is -0.370 hartree. Its HOMO-LUMO gap is 8.720 eV. The energy relative to the best compared isomer or geometry (same formula, charge and spin) is 462.7 kJ/mol. Its molar mass is 106.102 g/mol. The total energy is -701.16418 Ha.

Structure (XYZ):
```
8
C2H2O3S | OMol25 | ωB97M-V with the def2-TZVPD basis set
H 1.45 1.15 -0.93
O -1.03 -1.87 -0.18
S -0.60 -1.81 1.21
O 0.57 -2.54 1.53
C 0.35 1.13 -0.76
H -0.29 0.23 -1.09
C -0.36 2.28 -0.36
O -0.09 1.43 0.57
```

(2)
ORCA calculation (ωB97M-V with the def2-TZVPD basis set) on a 2-piece molecular cluster, C2H2O4 overall in a non-equilibrium geometry.

As for the total charge: 0. The LUMO energy is 0.6 eV. The HOMO energy is -0.350 hartree. Its HOMO-LUMO gap is 10.161 eV. The energy relative to the best compared isomer or geometry (same formula, charge and spin) is 195.1 kJ/mol. Its molar mass is 90.034 g/mol. The total energy is -378.33991 Ha.

Structure (XYZ):
```
8
C2H2O4 | OMol25 | ωB97M-V with the def2-TZVPD basis set
O 1.72 -0.62 0.38
H 1.97 -1.49 0.58
H -1.17 -0.91 1.20
C 0.45 -0.20 0.59
O -1.49 0.53 -0.96
O -0.27 -1.21 0.96
C -0.92 1.48 -1.24
O -0.31 2.42 -1.50
```

(3)
ORCA calculation (ωB97M-V with the def2-TZVPD basis set) on one molecule with the formula C2H2O4S in a non-equilibrium geometry.

As for the total charge: 0. The LUMO energy is -0.4 eV. The HOMO energy is -0.407 hartree. Its HOMO-LUMO gap is 10.614 eV. The energy relative to the best compared isomer or geometry (same formula, charge and spin) is 191.3 kJ/mol. Its molar mass is 122.101 g/mol. The total energy is -776.44840 Ha. The SMILES is O=C[C@H]1OS1(=O)=O.

Structure (XYZ):
```
9
C2H2O4S | OMol25 | ωB97M-V with the def2-TZVPD basis set
O -1.54 -1.72 0.13
H -2.13 -0.15 -0.92
O 2.05 -0.62 -1.01
O 0.73 -0.39 1.19
S 1.38 0.29 -0.14
C -0.29 0.28 0.30
C -1.37 -0.58 -0.18
O 1.88 1.61 0.13
H -0.71 1.30 0.50
```

(4)
ORCA calculation (ωB97M-V with the def2-TZVPD basis set) on an isolated ion of composition C2H2O5S and charge -2 in a non-equilibrium geometry.

As for the total charge: -2. The LUMO energy is 6.5 eV. The HOMO energy is 0.007 hartree. Its HOMO-LUMO gap is 6.276 eV. The energy relative to the best compared isomer or geometry (same formula, charge and spin) is 56.1 kJ/mol. Its molar mass is 138.100 g/mol. The total energy is -851.77599 Ha.

Structure (XYZ):
```
10
C2H2O5S | OMol25 | ωB97M-V with the def2-TZVPD basis set
H -1.29 -0.99 0.68
O -2.02 0.56 1.16
O 2.00 -0.06 1.33
C 1.71 -0.12 0.11
S -1.03 1.22 0.20
O -0.52 -1.50 0.28
C 0.21 -0.35 -0.40
H 0.12 -0.38 -1.46
O -1.75 1.57 -1.09
O 2.55 0.05 -0.79
```

(5)
ORCA calculation (ωB97M-V with the def2-TZVPD basis set) on one molecule with the formula C2H2OP2 in a non-equilibrium geometry.

As for the total charge: 0. The LUMO energy is -1.8 eV. The HOMO energy is -0.326 hartree. Its HOMO-LUMO gap is 7.117 eV. The energy relative to the best compared isomer or geometry (same formula, charge and spin) is 328.9 kJ/mol. Its molar mass is 103.985 g/mol. The total energy is -835.19356 Ha. The SMILES is C#P=CP=O.

Structure (XYZ):
```
7
C2H2OP2 | OMol25 | ωB97M-V with the def2-TZVPD basis set
H 0.42 -2.19 0.54
P 1.68 -0.30 1.90
O 1.38 1.09 1.57
P -0.34 -0.29 -0.42
C -0.52 1.31 -0.60
C 0.61 -1.18 0.74
H -1.17 2.15 -0.70
```

(6)
ORCA calculation (ωB97M-V with the def2-TZVPD basis set) on one molecule with the formula C2H2OS in a non-equilibrium geometry.

As for the total charge: 0. The LUMO energy is -0.4 eV. The HOMO energy is -0.352 hartree. Its HOMO-LUMO gap is 9.153 eV. The energy relative to the best compared isomer or geometry (same formula, charge and spin) is 177.6 kJ/mol. Its molar mass is 74.104 g/mol. The total energy is -550.72061 Ha.

Structure (XYZ):
```
6
C2H2OS | OMol25 | ωB97M-V with the def2-TZVPD basis set
S 1.68 -0.41 -0.26
C -1.16 0.21 -0.17
H -2.05 -0.34 -0.48
C 0.11 -0.13 -0.06
O 2.65 -0.55 0.90
H -1.23 1.21 0.07
```

(7)
ORCA calculation (ωB97M-V with the def2-TZVPD basis set) on a 2-piece molecular cluster, C2H2OS overall in a non-equilibrium geometry.

As for the total charge: 0. The LUMO energy (spin up / spin down) is -1.2 / -1.2 eV. The HOMO energy (spin up / spin down) is -0.341 / -0.341 hartree. Its HOMO-LUMO gap (spin up / spin down) is 8.115 / 8.114 eV. The energy relative to the best compared isomer or geometry (same formula, charge and spin) is 315.3 kJ/mol. Its molar mass is 74.104 g/mol. The total energy is -550.66816 Ha.

Structure (XYZ):
```
6
C2H2OS | OMol25 | ωB97M-V with the def2-TZVPD basis set
C 0.54 0.29 -0.37
H -0.23 0.28 -1.23
S -1.51 0.41 1.56
H -0.19 -1.58 -0.10
C -0.32 0.03 0.69
O 1.70 0.57 -0.55
```

(8)
ORCA calculation (ωB97M-V with the def2-TZVPD basis set) on a 2-piece molecular cluster, C2H2OS overall in a non-equilibrium geometry.

As for the total charge: 0. The LUMO energy (spin up / spin down) is 0.9 / -1.1 eV. The HOMO energy (spin up / spin down) is -0.344 / -0.371 hartree. Its HOMO-LUMO gap (spin up / spin down) is 10.265 / 8.974 eV. The energy relative to the best compared isomer or geometry (same formula, charge and spin) is 133.1 kJ/mol. The spin multiplicity is 3. Its molar mass is 74.104 g/mol. The total energy is -550.67086 Ha.

Structure (XYZ):
```
6
C2H2OS | OMol25 | ωB97M-V with the def2-TZVPD basis set
H 0.12 -1.09 1.29
S 3.26 -0.06 -0.31
O 2.58 0.34 0.93
C 0.25 -0.36 0.43
H 0.40 0.74 -1.46
C 0.24 0.03 -0.74
```

(9)
ORCA calculation (ωB97M-V with the def2-TZVPD basis set) on one molecule with the formula C2H2OS2 in a non-equilibrium geometry.

As for the total charge: 0. The LUMO energy is -1.8 eV. The HOMO energy is -0.349 hartree. Its HOMO-LUMO gap is 7.748 eV. The energy relative to the best compared isomer or geometry (same formula, charge and spin) is 65.7 kJ/mol. Its molar mass is 106.171 g/mol. The total energy is -948.97999 Ha. The SMILES is O=C(S)C=S.

Structure (XYZ):
```
7
C2H2OS2 | OMol25 | ωB97M-V with the def2-TZVPD basis set
H 2.42 0.60 0.21
C 0.09 0.47 -0.09
S -2.56 -0.19 -0.06
O -0.10 1.65 -0.05
C -0.99 -0.54 -0.03
H -0.54 -1.52 0.09
S 1.68 -0.47 -0.07
```

(10)
ORCA calculation (ωB97M-V with the def2-TZVPD basis set) on one molecule with the formula C2H2OS2 in a non-equilibrium geometry.

As for the total charge: 0. The LUMO energy is -2.3 eV. The HOMO energy is -0.337 hartree. Its HOMO-LUMO gap is 6.884 eV. The energy relative to the best compared isomer or geometry (same formula, charge and spin) is 180.0 kJ/mol. Its molar mass is 106.171 g/mol. The total energy is -948.93644 Ha. The SMILES is OC(=S)C=S.

Structure (XYZ):
```
7
C2H2OS2 | OMol25 | ωB97M-V with the def2-TZVPD basis set
S -0.88 0.30 -1.84
S 1.40 0.25 1.58
H 0.11 1.91 0.40
C 0.14 0.80 0.50
H -0.26 -2.00 0.86
C -0.42 -0.27 -0.24
O -0.79 -1.49 0.17
```

Question: total energy of number 1 (C2H2O3S)?
Answer: -701.16418 Ha